This record from the OMol25 dataset describes a cluster of 2 separate species, C36H32NO3S in total in a non-equilibrium geometry. The level of theory is wB97M-V/def2-TZVPD.

Output
**Total charge**: +1
**Kohn-Sham gap**: 3.98 eV
**Highest occupied orbital energy**: -9.0 eV
**Energy above the lowest of the compared OMol25 structures with the same formula, charge and spin**: 6.1 kcal per mole

Atoms and positions in Å:
C  0.9635  0.5027  3.8273
O  1.0330  0.2759  2.3845
C  1.0710  -0.9809  1.8437
C  -0.1317  -1.8195  1.8878
C  -0.3013  -2.6232  3.0238
C  -1.4074  -3.4646  3.1248
C  -2.3527  -3.5085  2.0974
C  -2.1863  -2.7051  0.9660
C  -1.0881  -1.8572  0.8599
C  2.3618  -1.4419  1.5638
N  2.7805  -2.7347  1.3423
C  1.8819  -3.8453  1.0547
C  4.1542  -2.9371  1.5133
C  4.8310  -1.7356  1.7599
C  6.1848  -1.7463  2.0939
C  6.8441  -2.9713  2.2549
C  6.1579  -4.1782  2.0543
C  4.8135  -4.1669  1.6575
S  3.7531  -0.3676  1.7783
H  0.9644  1.5943  3.9336
H  0.0346  0.0713  4.2348
H  1.8487  0.0615  4.3084
H  0.4730  -2.5854  3.7936
H  -1.5132  -4.1015  4.0038
H  -3.2245  -4.1588  2.1802
H  -2.9057  -2.7544  0.1458
H  -0.9187  -1.2211  -0.0104
H  2.4607  -4.6207  0.5404
H  1.4885  -4.2805  1.9840
H  1.0601  -3.5257  0.4009
H  6.6817  -0.7909  2.2410
H  7.8932  -2.9808  2.5506
H  6.6753  -5.1261  2.2173
H  4.2732  -5.0987  1.4967
C  -6.9489  2.7855  1.9876
O  -5.7179  2.5745  2.7093
C  -4.5612  2.2598  2.0770
C  -3.4397  2.0380  2.9204
C  -2.2091  1.7800  2.3802
C  -2.0012  1.6971  0.9753
C  -0.6698  1.4819  0.5240
C  -0.2964  1.1540  -0.8042
C  1.0461  1.4099  -1.2144
C  1.4370  1.2275  -2.5198
C  0.4859  0.8297  -3.4697
O  0.8602  0.8271  -4.8110
C  0.4587  1.8936  -5.6188
C  1.4825  2.5258  -6.3234
C  1.1885  3.6472  -7.0974
C  -0.1401  4.0699  -7.2361
C  -1.1638  3.4050  -6.5504
C  -0.8696  2.3236  -5.7030
C  -0.8118  0.4656  -3.0960
C  -1.1716  0.5539  -1.7604
C  -3.1359  1.9550  0.1435
C  -4.4023  2.1516  0.6711
H  -7.6805  2.9896  2.7733
H  -6.8730  3.6401  1.3030
H  -7.2460  1.8887  1.4275
H  -3.5818  2.1002  3.9968
H  -1.3547  1.6176  3.0313
H  0.1178  1.8478  1.1630
H  1.7602  1.7861  -0.4782
H  2.4500  1.4605  -2.8547
H  2.4945  2.1524  -6.1901
H  2.0073  4.1883  -7.5730
H  -0.3723  4.9268  -7.8802
H  -2.2004  3.7392  -6.6444
H  -1.6518  1.8379  -5.1223
H  -1.5296  0.1561  -3.8553
H  -2.1512  0.1767  -1.4603
H  -3.0010  2.0064  -0.9346
H  -5.2613  2.2526  0.0054

Atom charges from the Mulliken analysis, given in e for atoms 1 to 6: -1.019 -0.069 -1.136 -0.100 0.160 -0.745

This record from the OMol25 dataset describes a structure of composition C36H33As2CrN3O4S2. The level of theory is wB97M-V/def2-TZVPD.

Output
**Kohn-Sham gap (spin up / spin down)**: 7.80 / 6.30 eV
**Highest occupied orbital energy (spin up / spin down)**: -7.8 / -6.8 eV
**Energy above the lowest of the compared OMol25 structures with the same formula, charge and spin**: 0.0 kcal per mole
**<S²>**: 2.440
**Spin multiplicity**: 3

Atoms and positions in Å:
Cr  -2.1634  -0.0185  -0.5434
O  -2.6531  -0.8676  3.3517
C  -2.5266  -0.3964  2.2446
O  -2.3814  -1.0577  1.1280
C  -2.4948  1.1126  2.0425
C  -2.5745  2.1052  3.0006
C  -2.4468  3.4275  2.5762
C  -2.2417  3.7338  1.2345
C  -2.1818  2.6836  0.3331
N  -2.3195  1.4437  0.7714
C  -1.9555  2.7353  -1.1763
O  -1.8963  3.8007  -1.7464
O  -1.8462  1.5493  -1.7032
H  -2.7157  1.8362  4.0375
H  -2.5015  4.2269  3.3034
H  -2.1272  4.7468  0.8767
C  2.7207  -0.2605  -0.7204
C  2.6491  -0.0657  0.7906
As  0.8484  -0.1885  1.6013
C  0.6294  -2.1144  1.7812
C  0.2211  -2.6948  2.9775
C  -0.0463  -4.0548  3.0417
C  0.0819  -4.8476  1.9109
C  0.4681  -4.2719  0.7090
C  0.7338  -2.9124  0.6440
C  1.4124  0.2998  3.4008
C  0.8976  1.4683  3.9503
C  1.3165  1.9069  5.2005
C  2.2543  1.1753  5.9101
C  2.7759  0.0074  5.3680
C  2.3595  -0.4263  4.1196
As  1.1622  0.3849  -1.7633
C  1.3520  2.3208  -1.6380
C  1.3456  2.9439  -0.3903
C  1.3510  4.3273  -0.2883
C  1.3425  5.1091  -1.4324
C  1.3236  4.4988  -2.6763
C  1.3269  3.1160  -2.7790
C  1.9658  0.0544  -3.5098
C  1.3079  -0.7834  -4.4021
C  1.8761  -1.0828  -5.6349
C  3.1020  -0.5419  -5.9844
C  3.7622  0.3041  -5.1014
C  3.1966  0.5999  -3.8718
H  2.7712  -1.3227  -0.9720
H  3.6276  0.2009  -1.1163
H  2.9840  0.9404  1.0543
H  3.3078  -0.7666  1.3085
H  0.0846  -2.0854  3.8620
H  -0.3667  -4.4919  3.9786
H  -0.1266  -5.9081  1.9646
H  0.5522  -4.8766  -0.1853
H  0.9984  -2.4761  -0.3122
H  0.1616  2.0425  3.3979
H  0.9078  2.8178  5.6187
H  2.5805  1.5116  6.8856
H  3.5086  -0.5661  5.9208
H  2.7657  -1.3432  3.7084
H  1.3168  2.3561  0.5193
H  1.3523  4.7916  0.6903
H  1.3348  6.1881  -1.3558
H  1.2913  5.1006  -3.5748
H  1.2942  2.6579  -3.7598
H  0.3449  -1.2033  -4.1340
H  1.3558  -1.7370  -6.3226
H  3.5438  -0.7731  -6.9448
H  4.7170  0.7355  -5.3734
H  3.7108  1.2749  -3.1973
S  -5.4935  -0.1932  -1.2409
C  -3.9768  -0.1288  -0.9311
C  -4.8177  -4.1320  -2.5437
N  -3.6678  -3.2635  -2.6801
C  -2.8689  -2.8816  -1.6910
N  -3.0837  -3.3281  -0.4536
S  -1.5206  -1.8643  -2.0201
H  -5.4510  -4.0068  -3.4179
H  -5.4129  -3.8475  -1.6753
H  -4.5254  -5.1804  -2.4599
H  -3.4214  -2.9040  -3.5882
H  -3.9522  -3.7674  -0.1955
H  -2.5371  -2.9032  0.2928

Atom charges from the Mulliken analysis, given in e for atoms 1 to 6: 0.767 -0.726 0.400 -0.262 0.106 -0.935

This record from the OMol25 dataset describes a structure of composition C36H33CuN6O5 in a non-equilibrium geometry. The level of theory is wB97M-V/def2-TZVPD.

Output
**Total charge**: +1
**Kohn-Sham gap (spin up / spin down)**: 5.86 / 5.47 eV
**Highest occupied orbital energy (spin up / spin down)**: -9.2 / -9.1 eV
**Energy above the lowest of the compared OMol25 structures with the same formula, charge and spin**: 0.0 kcal per mole
**<S²>**: 0.971
**Spin multiplicity**: 2

Atoms and positions in Å:
Cu  -0.2936  -1.2097  0.6182
O  -5.9689  -1.5190  2.6937
C  -5.4054  -2.6323  3.1983
O  -6.0738  -3.5372  3.6021
C  -3.9031  -2.6762  3.1892
C  -3.2898  -3.8992  2.9369
C  -1.9108  -3.9774  2.8595
C  -1.1600  -2.8338  3.0853
C  -1.7505  -1.6254  3.3929
C  -3.1347  -1.5461  3.4302
N  0.2756  -2.8899  2.9294
C  0.9818  -3.3908  3.9134
C  2.9346  -3.3296  2.5185
C  4.2330  -3.6912  2.2900
C  4.7820  -3.5581  1.0127
C  3.9704  -3.0917  0.0027
C  2.6568  -2.7729  0.2758
N  2.1307  -2.8584  1.5196
H  -5.3109  -0.9540  2.2705
H  -3.9073  -4.7735  2.7770
H  -1.4193  -4.9093  2.6074
H  -1.1377  -0.7490  3.5723
H  -3.6042  -0.5979  3.6635
H  0.5147  -3.7470  4.8159
H  4.8296  -4.0496  3.1185
H  5.8173  -3.8171  0.8383
H  4.3280  -2.9726  -1.0095
H  1.9730  -2.4289  -0.4859
C  3.1067  5.5031  -1.5342
O  2.1186  4.4941  -1.3735
C  1.2094  4.3324  -2.3750
C  1.1852  5.0669  -3.5454
C  0.2273  4.7909  -4.5176
C  -0.6859  3.7757  -4.3151
C  -0.6650  3.0333  -3.1366
C  0.2682  3.3134  -2.1502
N  0.4182  2.6281  -0.9230
C  -0.2182  1.4931  -0.5070
N  -1.5501  1.4777  -0.6589
C  -2.4414  0.3824  -0.5733
C  -2.0584  -0.8765  -0.1491
C  -3.0348  -1.8802  -0.1444
C  -4.3393  -1.6209  -0.5275
C  -4.7138  -0.3387  -0.9304
C  -3.7624  0.6631  -0.9562
O  -3.9864  1.9476  -1.3544
C  -5.3270  2.3188  -1.6480
N  0.4333  0.5370  0.1143
C  1.8564  0.5534  0.0887
C  2.5670  0.6130  1.2784
C  3.9575  0.5997  1.2860
C  4.6456  0.5310  0.0871
C  3.9547  0.4515  -1.1190
C  2.5655  0.4435  -1.1258
O  1.8096  0.3372  -2.2403
C  2.4683  0.3849  -3.4994
H  3.7309  5.4580  -0.6478
H  2.6487  6.4909  -1.6072
H  3.7193  5.3194  -2.4187
H  1.9051  5.8567  -3.7108
H  0.2121  5.3707  -5.4310
H  -1.4255  3.5469  -5.0712
H  -1.3715  2.2237  -3.0208
H  1.3282  2.7831  -0.5138
H  -1.9747  2.3430  -0.9545
H  -2.7699  -2.8867  0.1643
H  -5.0767  -2.4155  -0.5376
H  -5.7330  -0.1468  -1.2370
H  -5.3085  3.3835  -1.8575
H  -5.9808  2.1251  -0.7960
H  -5.7015  1.7844  -2.5230
H  2.0080  0.6817  2.2049
H  4.4958  0.6628  2.2231
H  5.7290  0.5394  0.0786
H  4.5050  0.4002  -2.0490
H  1.6872  0.3007  -4.2479
H  3.1720  -0.4422  -3.6166
H  2.9936  1.3340  -3.6302
N  2.3621  -3.3545  3.7974
C  0.7830  -2.4495  1.7108
H  2.8959  -3.8266  4.5049

Atom charges from the Mulliken analysis, given in e for atoms 1 to 6: -1.519 -0.474 0.434 -0.544 0.279 -1.132

This record from the OMol25 dataset describes a cluster of 2 separate species, C36H33FN3 in total in a non-equilibrium geometry. The level of theory is wB97M-V/def2-TZVPD.

Output
**Total charge**: +1
**Kohn-Sham gap**: 5.70 eV
**Highest occupied orbital energy**: -10.7 eV
**Energy above the lowest of the compared OMol25 structures with the same formula, charge and spin**: 0.0 kcal per mole

Atoms and positions in Å:
C  0.8736  4.0255  -3.8000
N  -0.0318  3.0800  -3.1301
C  -0.3007  1.8932  -3.7928
C  0.3208  1.5952  -5.0144
C  -0.0196  0.4405  -5.7182
C  -0.9963  -0.4381  -5.2103
C  -1.5774  -0.1962  -3.9750
C  -1.2246  0.9507  -3.2177
C  -1.6880  1.1790  -1.9118
C  -1.5470  2.4426  -1.3325
C  -0.6659  3.4080  -1.9445
C  -0.5036  4.6580  -1.3200
C  -1.2692  5.0058  -0.2080
C  -2.1916  4.0929  0.3389
C  -2.2984  2.8153  -0.1926
H  0.9690  4.9533  -3.2395
H  1.8759  3.5828  -3.9032
H  0.5030  4.2823  -4.8044
H  1.0563  2.2864  -5.4313
H  0.4568  0.2372  -6.6775
H  -1.2931  -1.3126  -5.7941
H  -2.3341  -0.8716  -3.5664
H  -2.2927  0.4194  -1.4129
H  0.2057  5.3895  -1.7156
H  -1.1604  6.0021  0.2234
H  -2.8201  4.3857  1.1836
H  -2.9951  2.0809  0.2188
F  1.1539  1.1423  0.6698
C  1.0068  -0.1805  1.1834
C  2.3737  -0.8904  1.1109
C  3.5581  -0.1965  0.8522
C  4.7586  -0.9060  0.7748
C  4.7840  -2.2937  0.9621
C  3.5930  -2.9903  1.2070
C  2.4006  -2.2734  1.3172
C  0.4992  -0.0817  2.6209
C  1.2918  -0.5434  3.6707
C  0.7741  -0.5863  4.9679
C  -0.4936  -0.0726  5.2291
C  -1.2347  0.5084  4.1941
C  -0.7308  0.5283  2.8917
C  0.0112  -0.8732  0.2128
C  0.6520  -1.0633  -1.1789
C  0.2221  -2.4262  -1.6982
C  -0.5903  -3.0810  -0.5804
N  -0.4046  -2.2187  0.6032
C  -1.3203  -2.3888  1.6728
C  -2.5993  -1.8112  1.6097
C  -3.3959  -1.8542  2.7592
N  -2.9818  -2.4378  3.8757
C  -1.8085  -3.0704  3.9187
C  -0.9451  -3.1071  2.8189
H  3.5341  0.8853  0.7037
H  5.6729  -0.3519  0.5572
H  5.7324  -2.8374  0.9155
H  3.5738  -4.0784  1.3104
H  1.4615  -2.7740  1.5572
H  2.3068  -0.8989  3.4777
H  1.3809  -1.0408  5.7538
H  -0.9127  -0.1327  6.2388
H  -2.2225  0.9281  4.3922
H  -1.2858  1.0106  2.0822
H  -0.8862  -0.2252  0.1544
H  0.2933  -0.2504  -1.8103
H  1.7430  -0.9737  -1.1236
H  -0.3853  -2.3294  -2.6056
H  1.0958  -3.0446  -1.9313
H  -1.6599  -3.1438  -0.8467
H  -0.2416  -4.0971  -0.3433
H  -2.9390  -1.3026  0.7105
H  -4.3835  -1.3902  2.7605
H  -1.5252  -3.5626  4.8526
H  0.0215  -3.6098  2.8769

Atom charges from the Mulliken analysis, given in e for atoms 1 to 6: -1.159 0.091 0.919 -0.777 -0.754 -0.757

- What is the energy above the lowest of the compared OMol25 structures with the same formula, charge and spin in the third record?
  0.0 kcal per mole

- What is the formula in the fourth record?
  C36H33FN3